Record 1
DFT (wB97M-V/def2-TZVPD) results for a 2-piece molecular cluster, H2P2S4 overall in a non-equilibrium geometry.

Calculated values
LUMO: -2.52 eV
electronic energy: -2276.65674 Ha
highest occupied orbital energy: -8.21 eV
energy above the lowest of the compared OMol25 structures with the same formula, charge and spin: 35.8 kcal per mole
charge: 0
frontier orbital gap: 5.684 eV

CARTESIAN COORDINATES (ANGSTROEM)
P -0.96 2.12 0.88
P -1.07 -0.62 -0.35
S -2.88 -1.45 -0.53
S -0.59 0.31 1.64
S -1.21 1.50 -1.08
S 2.52 -0.42 -0.69
H 1.32 -0.11 -0.08
H 2.85 -1.33 0.21

Löwdin atomic charge list, values in e, 2 entries: 0.2032, -0.2093

Record 2
DFT (wB97M-V/def2-TZVPD) results for a 14-piece molecular cluster, H30NO13 overall in a non-equilibrium geometry.

Calculated values
LUMO: -3.49 eV
electronic energy: -1050.50191 Ha
highest occupied orbital energy: -12.68 eV
energy above the lowest of the compared OMol25 structures with the same formula, charge and spin: 177.8 kcal per mole
charge: +1
frontier orbital gap: 9.189 eV

CARTESIAN COORDINATES (ANGSTROEM)
N -0.04 0.06 0.48
H 0.04 -0.80 0.61
H 0.77 0.68 0.21
H -0.64 0.61 1.13
H -0.71 0.03 -0.47
O 0.24 -3.10 -0.70
H 0.56 -3.26 0.16
H 0.59 -2.59 -1.33
O -3.82 0.43 -2.11
H -3.99 0.12 -2.96
H -2.91 0.43 -2.09
O 2.08 -2.54 1.45
H 2.91 -3.05 1.47
H 1.85 -2.24 2.19
O -1.82 -2.41 -2.33
H -2.45 -1.95 -1.70
H -1.14 -2.84 -1.72
O 2.81 0.16 2.53
H 2.60 0.72 1.77
H 2.68 0.62 3.40
O 3.04 1.78 0.27
H 3.57 1.30 -0.48
H 3.25 2.68 0.25
O -1.47 1.43 -2.04
H -0.58 1.86 -1.91
H -1.61 1.23 -2.91
O -2.35 -0.94 0.35
H -1.94 -1.37 1.10
H -3.22 -1.11 0.34
O -1.24 -1.86 2.55
H -1.17 -2.82 2.32
H -0.82 -1.93 3.48
O -0.35 3.20 0.68
H -0.64 4.00 0.28
H 0.41 3.52 1.02
O 1.30 1.58 -2.15
H 1.14 2.07 -2.89
H 1.90 2.04 -1.57
O -2.05 2.23 2.67
H -1.91 2.84 3.32
H -1.52 2.38 2.01
O 2.00 -1.31 -2.13
H 1.76 -0.34 -2.06
H 2.85 -1.54 -2.51

Löwdin atomic charge list, values in e, 2 entries: 0.3149, -0.0286

Record 3
DFT (wB97M-V/def2-TZVPD) results for a 15-piece molecular cluster, H30O15 overall in a non-equilibrium geometry.

Calculated values
LUMO: -0.18 eV
electronic energy: -1146.55760 Ha
highest occupied orbital energy: -10.95 eV
energy above the lowest of the compared OMol25 structures with the same formula, charge and spin: 51.7 kcal per mole
charge: 0
frontier orbital gap: 10.768 eV

CARTESIAN COORDINATES (ANGSTROEM)
O 0.49 0.93 1.85
H 1.09 0.26 2.22
H 0.53 1.05 0.89
O -4.00 1.61 -1.26
H -3.59 1.98 -2.05
H -4.23 0.70 -1.43
O 2.08 1.68 -0.78
H 1.41 1.64 -1.52
H 2.75 2.26 -1.17
O 0.03 -2.20 3.81
H -0.68 -1.54 3.71
H 0.74 -2.14 3.16
O -2.14 1.74 1.32
H -1.95 2.68 1.36
H -1.27 1.36 1.16
O -2.01 0.86 -4.32
H -1.54 0.32 -4.96
H -1.28 1.11 -3.76
O 1.15 -3.60 1.78
H 0.20 -3.61 2.02
H 1.11 -4.48 1.36
O -1.56 -0.08 3.78
H -2.25 0.33 4.32
H -1.41 0.63 3.13
O 4.26 0.32 0.25
H 3.57 0.91 0.53
H 4.37 0.19 -0.70
O 2.26 -0.26 4.02
H 1.78 -1.04 4.30
H 3.16 -0.18 4.32
O -1.81 -3.10 -1.48
H -2.24 -2.98 -2.33
H -0.86 -3.10 -1.65
O 1.36 -1.57 -0.85
H 1.53 -1.49 0.10
H 1.74 -0.73 -1.14
O 0.76 0.25 -3.88
H 0.72 -0.72 -3.77
H 0.07 0.41 -3.20
O -0.37 0.39 -1.26
H -0.33 -0.42 -0.73
H -1.21 0.85 -1.18
O -0.78 2.56 -2.24
H -0.57 2.73 -1.31
H -1.09 3.46 -2.43

Löwdin atomic charge list, values in e, 2 entries: -0.0522, 0.0348

Among the records above, which one has the lowest energy above the lowest of the compared OMol25 structures with the same formula, charge and spin? H2P2S4

electronic energy of number 2 (H30NO13)? -1050.50191 Ha

Which formula does entry 1 have? H2P2S4